# 1
50
Properties=species:S:1:pos:R:3:lowdin_charge:R:1 method="wB97M-V/def2-TZVPD" charge=-1 e_above_lowest_kj_mol=57.5 orbital_gap_ev=8.880 homo_energy_ev=-6.82 molar_mass_g_mol=331.241 energy_ev=-38399.2689 lumo_energy_ev=2.06
O 6.71415 -23.08083 -2.91118 -0.07
H 8.96332 -21.69070 -3.40507 0.08
O 0.86433 -20.53130 -4.50445 -0.05
H 6.74199 -20.74495 -5.61745 -0.02
H 4.94497 -20.58434 0.05498 0.01
H 6.89947 -23.44829 -2.01205 0.07
H 7.88660 -19.54698 -4.17110 -0.02
H 2.83367 -25.24098 -3.66944 0.04
H 1.47388 -18.76118 -1.13783 -0.05
H 1.07206 -20.15140 0.29592 0.06
H 0.50618 -17.60445 -1.04921 0.05
H 3.39129 -17.54899 -1.73745 0.00
H 3.30087 -19.59296 -5.61947 0.04
O 1.57482 -22.42483 -0.89826 -0.05
O 4.04336 -17.71793 -2.38088 -0.01
O 7.70249 -19.19634 -5.04179 -0.04
H 0.01669 -21.70818 -3.31407 0.02
H 0.90491 -20.10847 -5.35297 0.04
C 4.24013 -21.20773 -2.87771 -0.66
O 6.06366 -21.41885 -5.72190 -0.08
O 4.76858 -21.46103 0.30725 0.00
H 6.20151 -19.38499 -2.60899 -0.01
O 4.21295 -22.46016 -2.77133 -0.05
H -1.02424 -21.52541 -2.15292 0.06
O 8.65916 -20.84488 -2.98511 -0.09
O 5.21566 -20.58840 -3.41125 -0.03
O 0.96629 -18.17680 -1.70172 -0.07
H 4.02761 -18.65452 -2.43271 -0.03
H 4.14793 -21.73473 -0.33488 -0.03
O 4.22297 -24.41374 -0.81112 -0.08
O 3.10175 -20.57756 -2.53597 0.09
O 1.96564 -19.88410 0.07659 -0.04
H 4.29363 -25.17797 -1.42262 0.04
H 3.73437 -24.07062 -3.47589 -0.03
H 3.86351 -19.25839 -4.21655 -0.01
O 3.37745 -18.89210 -4.96417 -0.05
O 3.75628 -24.98782 -3.70171 -0.04
O 6.71949 -18.88703 -1.95032 -0.06
H 2.40924 -21.17369 -2.33759 0.05
H 7.74988 -18.26731 -4.90099 0.03
H 1.44842 -23.24723 -0.44276 0.06
H 2.05296 -20.71591 -0.36655 -0.03
O -0.36877 -22.09585 -2.51776 -0.02
H 5.76900 -22.93167 -2.90111 -0.04
H 7.51126 -18.48859 -2.29870 0.02
H 5.65524 -21.33597 -4.84864 -0.03
H 0.90996 -22.44395 -1.62353 0.00
H 7.79258 -21.16558 -2.70709 0.01
H 3.86380 -23.79780 -1.46075 -0.03
H 1.37053 -19.97553 -3.88369 0.04

---

# 2
13
Properties=species:S:1:pos:R:3:lowdin_charge:R:1 method="wB97M-V/def2-TZVPD" e_above_lowest_kj_mol=23.9 orbital_gap_ev=8.410 homo_energy_ev=-8.13 molar_mass_g_mol=134.229 energy_ev=-27858.8491 lumo_energy_ev=0.28
H -0.30121 1.98175 0.05291 -0.04
H -1.99374 1.73358 -0.28627 0.13
H -2.82267 -0.34848 -0.06232 0.10
C -0.81375 0.04867 0.02713 -0.39
S 3.22530 -0.60736 -0.00870 0.70
N -1.09810 1.38454 0.10463 0.13
N -1.91931 -0.79529 0.06618 0.12
C 0.50006 -0.49103 0.01079 -0.19
C 1.67576 0.27169 0.02496 -1.23
H -1.83904 -1.67211 -0.42287 0.10
H 2.88739 -1.79468 0.52957 -0.14
S 1.89180 1.87218 0.00680 0.62
H 0.60752 -1.58348 -0.04279 0.09

---

# 3
101
Properties=species:S:1:pos:R:3:lowdin_charge:R:1 method="wB97M-V/def2-TZVPD" charge=-1 orbital_gap_ev=6.966 homo_energy_ev=-5.50 molar_mass_g_mol=1978.767 energy_ev=-631599.6728 lumo_energy_ev=1.47
Cl -9.87411 -2.28768 -1.65136 0.53
C 1.57972 1.49938 6.37278 -1.54
H -9.75248 -2.07658 -3.97539 0.01
Cl 3.81638 -6.79477 2.89829 0.51
C -1.02878 -2.42588 2.23582 -0.52
C -1.75258 -3.69172 2.59614 -0.13
Cl 2.66165 2.35735 -7.44134 0.53
Cl -1.61860 6.70814 -2.50084 0.53
C -3.14722 -3.34585 3.16033 -0.08
C -4.44546 1.19865 3.87916 -0.31
Cl -5.19726 -1.25030 -1.30265 0.54
H 4.51332 -0.71258 -8.92068 -0.05
N -3.65028 2.03176 0.65121 0.01
Cl 2.69654 5.68895 2.08785 0.53
Cl -3.48912 -3.58315 -1.46046 0.54
Cl 7.40664 1.58073 -3.49137 0.49
H -3.49090 -2.45152 2.65962 0.05
H -5.99337 0.62377 1.71459 0.08
H -1.18079 -4.26854 3.30803 0.10
C 3.68018 -5.41342 3.98737 -1.57
C 4.37162 5.40070 2.53994 -1.54
Cl -7.97869 -0.75715 -3.22644 0.53
Cl -0.48276 7.21917 0.69332 0.46
Cl -6.91729 0.10202 4.39375 0.49
C -1.32630 0.68749 2.62683 -0.21
Cl 4.52305 -2.44778 -10.49499 0.50
H -1.97890 5.35061 -4.37215 0.01
H -3.10090 -3.18508 4.22638 0.08
C 7.46399 2.69497 -2.12138 -1.54
Cl 8.78791 -4.17752 0.20050 0.52
C -9.01868 -2.17528 -3.18815 -1.55
H -0.99846 0.33376 1.65586 0.03
H 9.32136 -1.50842 -5.58180 0.01
H -2.49534 -0.76224 3.72759 0.07
Cl 5.82871 -4.72285 -5.43516 0.50
Cl 7.28856 -1.81919 -0.59363 0.51
C -1.45788 -0.48726 3.57834 -0.25
H -0.53016 1.32228 3.00034 0.03
H -1.10603 -0.17364 4.54742 0.07
H 2.03040 1.27479 -5.46352 0.02
H -4.61566 -0.46162 1.57952 0.04
Cl 6.37464 4.06850 -2.33093 0.52
C 7.18100 -3.48106 -0.02408 -1.56
Cl 4.45057 4.31931 3.93443 0.48
Cl 7.07530 1.85113 -0.62557 0.52
C -5.24170 -0.04333 3.57524 -0.74
O -0.77044 -2.16132 1.09463 0.12
Cl 5.16353 0.36031 -10.89531 0.53
Cl -8.10266 -3.65601 -3.50112 0.54
S -2.15537 0.65508 -1.26247 0.53
Cl 6.24846 -3.56077 1.47064 0.53
Cl 3.14164 -5.60145 -6.12102 0.54
H 8.47261 3.07546 -2.04194 0.01
H -1.92193 -4.22799 1.67757 0.10
C -3.05487 1.41672 -0.17134 -0.99
C 8.31393 -1.88424 -5.68819 -1.52
H 1.90234 1.45352 7.40337 0.01
Cl -0.10896 2.00633 6.34601 0.55
Cl 2.05176 -5.28805 4.64427 0.53
C 4.24237 -4.22631 -6.02703 -1.52
Cl 0.21081 4.84118 -3.70806 0.51
Cl 5.30208 4.72092 1.19871 0.50
H -3.89667 0.99660 4.79714 0.05
Ga -3.01773 1.82307 2.55629 0.40
Cl 1.76775 -0.10372 5.66522 0.55
H -5.75118 -3.39426 -2.03075 -0.05
Cl 4.38810 -3.43512 -7.59923 0.50
C -7.72167 2.98652 7.01151 -1.57
Cl -5.80193 -3.61420 0.29291 0.53
H -2.24412 5.77143 0.11389 -0.03
Cl -8.73595 3.58177 5.69759 0.51
C -1.49527 5.20587 -3.41610 -1.54
C 4.21283 -0.79306 -9.95780 -1.57
H -5.10449 2.01968 4.10830 0.00
C -5.53510 -0.26758 2.12030 -0.20
H 3.88208 -4.51662 3.41764 -0.01
Cl 7.22707 -0.52348 -5.95571 0.50
H 4.81568 6.34496 2.82179 0.01
Cl 3.99734 2.38823 -4.86507 0.53
H 3.82970 -3.51161 -5.32699 0.01
Cl 3.71878 -0.10111 -6.32402 0.51
C -1.54406 5.80972 0.93683 -1.54
C 2.97504 1.46022 -5.95636 -1.53
H -4.82811 -0.93052 4.02932 0.06
Cl 2.59086 2.67546 5.52757 0.48
H 6.66417 -4.06362 -0.77428 0.01
Cl 7.89529 -2.72343 -4.17926 0.48
Cl -2.28058 3.88449 -2.58003 0.55
Cl -0.62045 4.29734 0.93430 0.53
H -7.90451 1.92632 7.12076 0.00
Cl -8.15227 3.77781 8.53742 0.50
H -3.86359 -4.11021 2.90032 0.06
H -6.22522 -1.08763 1.96709 0.04
Cl 2.49519 -0.42422 -10.06214 0.52
Cl 4.87420 -5.51938 5.28385 0.51
O -0.64608 -1.66002 3.27942 -0.03
H -2.60584 3.27744 3.03262 -0.07
Cl 8.30307 -2.95451 -7.08902 0.52
Cl -2.45062 6.03885 2.42293 0.53
Cl -6.02081 3.20736 6.64311 0.55
C -5.14038 -3.00390 -1.23050 -1.54